Density functional theory data (wB97M-V/def2-TZVPD) for 2 unconnected molecules or ions with the total composition S2 in a non-equilibrium geometry.

Calculated values
Charge   0
Frontier orbital gap   3.83 eV
Lowest unoccupied orbital energy   -5.5 eV
Multiplicity   1

Geometry (Å):
S1 -1.283 -0.124 1.397
S2 1.283 0.124 -1.397

=====

Density functional theory data (wB97M-V/def2-TZVPD) for a molecular structure, C19H24IrN3O5 in a non-equilibrium geometry.

Calculated values
Charge   +3
Frontier orbital gap (alpha / beta)   7.98 / 5.86 eV
Lowest unoccupied orbital energy (alpha / beta)   -9.9 / -12.0 eV
Multiplicity   2

Geometry (Å):
Ir1 0.099 -0.718 0.299
C1 -0.099 2.344 1.971
O1 0.773 1.327 1.454
C2 1.875 1.049 2.323
C3 2.527 -0.229 1.868
O2 1.535 -1.281 1.676
C4 0.988 -1.873 2.898
C5 -0.360 -1.256 3.209
O3 -1.093 -1.294 1.967
C6 -2.524 -1.073 2.067
H1 0.430 3.295 2.030
H2 -0.462 2.075 2.967
H3 -0.937 2.425 1.285
H4 1.529 0.980 3.360
H5 2.608 1.859 2.269
H6 3.256 -0.590 2.593
H7 3.016 -0.117 0.902
H8 1.700 -1.728 3.708
H9 0.896 -2.938 2.697
H10 -0.289 -0.223 3.553
H11 -0.887 -1.849 3.958
H12 -2.942 -1.821 2.737
H13 -2.926 -1.195 1.066
H14 -2.718 -0.069 2.443
O4 0.827 3.382 -3.008
C7 -0.467 3.419 -2.957
C8 -1.201 4.445 -3.629
C9 -2.555 4.510 -3.499
C10 -3.219 3.554 -2.703
C11 -2.509 2.520 -2.052
C12 -1.150 2.412 -2.170
C13 -0.452 1.262 -1.553
O5 -1.125 0.607 -0.614
N1 0.708 0.887 -1.999
N2 1.031 -0.298 -1.386
C14 1.690 -1.230 -1.976
C15 1.450 -2.543 -1.396
C16 1.973 -3.722 -1.893
C17 1.524 -4.932 -1.377
C18 0.548 -4.924 -0.395
C19 0.058 -3.713 0.070
N3 0.508 -2.552 -0.404
H15 1.213 4.089 -3.556
H16 -0.655 5.167 -4.226
H17 -3.120 5.287 -3.997
H18 -4.295 3.599 -2.598
H19 -3.055 1.789 -1.474
H20 2.201 -1.059 -2.917
H21 2.706 -3.689 -2.688
H22 1.919 -5.866 -1.753
H23 0.157 -5.845 0.016
H24 -0.707 -3.659 0.833

=====

Density functional theory data (wB97M-V/def2-TZVPD) for a molecular structure, C19H9BBr4O7Pd.

Calculated values
Charge   -2
Frontier orbital gap   4.92 eV
Lowest unoccupied orbital energy   4.0 eV
Multiplicity   1

Geometry (Å):
Pd1 1.240 -0.570 0.270
Br1 3.597 -6.163 3.802
C1 3.560 -4.555 2.790
C2 4.730 -3.949 2.383
Br2 6.418 -4.708 2.825
C3 4.668 -2.762 1.632
Br3 6.246 -1.878 1.042
C4 3.462 -2.144 1.265
O1 3.396 -1.066 0.579
C5 2.228 -2.794 1.699
O2 1.084 -2.268 1.385
C6 2.326 -3.969 2.441
Br4 0.676 -4.753 2.966
O3 -1.555 -0.138 1.310
B1 -0.725 -0.325 0.112
O4 -1.527 -1.173 -0.781
C7 -2.734 -1.308 -0.212
C8 -3.848 -1.950 -0.704
C9 -5.004 -1.963 0.090
C10 -5.021 -1.351 1.332
C11 -3.883 -0.698 1.830
C12 -2.751 -0.686 1.045
H1 -3.820 -2.431 -1.675
H2 -5.894 -2.466 -0.272
H3 -5.924 -1.379 1.932
H4 -3.882 -0.222 2.802
O5 -1.942 2.974 -2.495
C13 -0.773 3.656 -2.380
C14 -0.643 4.920 -2.955
C15 0.549 5.618 -2.870
C16 1.635 5.055 -2.218
C17 1.504 3.796 -1.653
C18 0.312 3.081 -1.709
C19 0.273 1.734 -1.025
O6 1.376 1.181 -0.838
O7 -0.836 1.280 -0.655
H5 -2.561 3.514 -2.996
H6 -1.493 5.351 -3.476
H7 0.626 6.600 -3.322
H8 2.575 5.588 -2.150
H9 2.333 3.322 -1.145

=====

Density functional theory data (wB97M-V/def2-TZVPD) for C12H16N2 in the gas phase in a non-equilibrium geometry.

Calculated values
Charge   0
Frontier orbital gap   9.47 eV
Lowest unoccupied orbital energy   0.8 eV
SMILES   CN1CC[C@@H]2CCc3ccncc3[C@H]21
Multiplicity   1

Geometry (Å):
C1 1.856 -2.361 0.598
C2 2.619 -0.423 -0.487
C3 2.260 1.044 -0.445
C4 0.672 1.005 -0.517
C5 0.130 2.230 0.106
C6 -1.338 2.061 0.365
C7 -1.941 0.651 0.313
C8 -3.312 0.457 -0.093
C9 -3.701 -0.852 -0.381
C10 -1.724 -1.798 -0.111
C11 -1.151 -0.545 0.219
C12 0.383 -0.326 0.296
H1 2.541 -3.142 0.029
H2 0.978 -2.696 1.136
H3 2.735 -2.000 1.276
H4 3.447 -0.689 0.311
H5 3.109 -1.001 -1.519
H6 2.754 1.418 -1.503
H7 2.687 1.404 0.475
H8 0.436 0.779 -1.638
H9 0.574 2.605 1.196
H10 0.272 3.136 -0.534
H11 -1.873 2.436 1.296
H12 -1.762 2.542 -0.515
H13 -4.038 1.280 0.011
H14 -4.841 -1.125 -0.558
H15 -0.863 -2.584 0.076
H16 0.655 -0.209 1.321
N1 1.414 -1.308 -0.268
N2 -2.976 -1.988 -0.453

=====

Density functional theory data (wB97M-V/def2-TZVPD) for a molecular structure, C31H32GaN2O6PSi.

Calculated values
Charge   0
Frontier orbital gap   7.62 eV
Lowest unoccupied orbital energy   -1.0 eV
Multiplicity   1

Geometry (Å):
Ga1 -0.549 -0.344 1.097
C1 -0.880 1.786 -2.625
C2 0.538 2.258 -2.793
C3 0.959 2.835 -3.986
C4 2.261 3.287 -4.145
C5 3.170 3.167 -3.106
C6 2.770 2.598 -1.907
C7 1.461 2.152 -1.743
P1 0.875 1.458 -0.157
C8 2.397 1.293 0.843
C9 2.705 2.174 1.877
C10 3.847 1.989 2.643
C11 4.678 0.912 2.389
C12 4.365 0.017 1.376
C13 3.230 0.184 0.592
C14 2.910 -0.792 -0.508
C15 0.019 2.892 0.580
C16 0.446 4.197 0.316
C17 -0.186 5.280 0.898
C18 -1.254 5.063 1.760
C19 -1.683 3.774 2.016
C20 -1.071 2.663 1.429
C21 -1.619 1.289 1.713
H1 -1.416 1.812 -3.572
H2 -1.414 2.421 -1.912
H3 -0.907 0.765 -2.237
H4 0.258 2.931 -4.806
H5 2.566 3.733 -5.083
H6 4.189 3.513 -3.224
H7 3.475 2.502 -1.090
H8 2.049 3.010 2.081
H9 4.081 2.683 3.440
H10 5.569 0.761 2.985
H11 5.017 -0.830 1.194
H12 3.625 -1.614 -0.521
H13 2.945 -0.300 -1.482
H14 1.905 -1.206 -0.387
H15 1.288 4.362 -0.344
H16 0.149 6.286 0.682
H17 -1.752 5.902 2.229
H18 -2.520 3.614 2.687
H19 -2.633 1.218 1.311
H20 -1.742 1.173 2.796
C22 1.557 -0.818 3.874
Si1 0.677 -1.855 2.557
C23 -0.725 -2.835 3.375
C24 1.933 -3.060 1.803
H21 1.931 -1.440 4.691
H22 0.873 -0.079 4.299
H23 2.403 -0.277 3.443
H24 -0.392 -3.430 4.228
H25 -1.197 -3.504 2.652
H26 -1.499 -2.145 3.718
H27 2.235 -3.803 2.545
H28 2.834 -2.539 1.470
H29 1.514 -3.592 0.946
O1 -1.042 -1.233 -0.730
C25 -2.056 -1.791 -0.211
O2 -2.371 -1.594 0.979
C26 -2.888 -2.705 -1.058
C27 -4.156 -3.064 -0.618
C28 -4.937 -3.889 -1.408
C29 -4.485 -4.380 -2.619
C30 -3.216 -4.016 -3.028
C31 -2.414 -3.178 -2.271
N1 -2.713 -4.526 -4.312
O3 -3.427 -5.289 -4.931
O4 -1.608 -4.163 -4.662
N2 -6.288 -4.250 -0.955
O5 -6.937 -4.990 -1.668
O6 -6.663 -3.794 0.106
H30 -4.527 -2.706 0.331
H31 -5.102 -5.023 -3.227
H32 -1.432 -2.900 -2.625

=====

Density functional theory data (wB97M-V/def2-TZVPD) for 2 unconnected molecules or ions with the total composition C4H9NOS in a non-equilibrium geometry.

Calculated values
Charge   0
Frontier orbital gap (alpha / beta)   5.91 / 8.05 eV
Lowest unoccupied orbital energy (alpha / beta)   -0.9 / -3.1 eV
Multiplicity   3

Geometry (Å):
C1 1.012 -1.931 0.256
C2 0.194 1.844 -0.403
C3 1.150 -0.446 0.470
C4 0.223 0.339 -0.410
N1 -1.762 -0.337 0.307
O1 -4.109 0.304 -0.123
S1 -2.709 0.637 -0.324
H1 -0.012 -1.966 0.319
H2 1.478 -2.423 1.039
H3 1.117 -2.252 -0.738
H4 0.209 2.169 0.728
H5 0.944 2.163 -1.007
H6 -0.784 2.369 -0.755
H7 2.273 -0.098 0.534
H8 0.729 -0.327 1.535
H9 0.047 -0.046 -1.427

=====

Density functional theory data (wB97M-V/def2-TZVPD) for C5H13NO2 in the gas phase in a non-equilibrium geometry.

Calculated values
Charge   0
Frontier orbital gap   9.05 eV
Lowest unoccupied orbital energy   0.9 eV
SMILES   OCCCNCCO
Multiplicity   1

Geometry (Å):
C1 -1.698 -1.213 -0.147
C2 -2.271 -0.034 0.544
O1 -3.757 -0.106 0.320
C3 -0.212 -1.066 -0.393
N1 0.411 0.124 0.142
C4 1.445 0.734 -0.629
C5 2.569 1.489 0.232
O2 3.611 0.483 0.311
H1 -2.281 -1.317 -1.082
H2 -2.169 -2.147 0.285
H3 -2.130 0.265 1.606
H4 -2.273 0.845 -0.106
H5 -4.216 -0.545 1.046
H6 0.098 -1.293 -1.408
H7 0.382 -1.909 0.098
H8 0.344 0.169 1.141
H9 0.951 1.514 -1.233
H10 2.024 0.024 -1.221
H11 2.378 1.463 1.317
H12 2.870 2.382 -0.289
H13 3.923 0.138 -0.533

=====

Density functional theory data (wB97M-V/def2-TZVPD) for a molecular structure, C6H12N4O in a non-equilibrium geometry.

Calculated values
Charge   0
Frontier orbital gap   9.43 eV
Lowest unoccupied orbital energy   0.5 eV
Multiplicity   1

Geometry (Å):
C1 3.966 0.042 0.297
C2 2.554 0.273 -0.350
C3 2.336 1.787 -0.556
C4 0.732 -1.442 0.286
C5 -1.458 -0.611 -0.137
C6 -3.329 0.612 -0.275
H1 3.831 -1.032 0.737
H2 4.730 0.019 -0.770
H3 4.164 0.979 0.932
H4 2.489 -0.299 -1.357
H5 1.509 1.788 -1.472
H6 3.264 2.594 -0.685
H7 1.547 2.051 0.494
H8 0.446 -1.997 1.065
H9 1.561 -1.824 -0.460
H10 -0.812 -1.896 -1.420
H11 -2.069 0.845 1.019
H12 -0.467 0.278 1.503
N1 -0.536 -1.424 -0.601
N2 -1.418 0.005 1.055
N3 -2.529 -0.351 -0.797
N4 -4.174 1.226 0.313
O1 1.450 -0.209 0.629

=====

Density functional theory data (wB97M-V/def2-TZVPD) for C4H8O in the gas phase in a non-equilibrium geometry.

Calculated values
Charge   0
Frontier orbital gap   10.83 eV
Lowest unoccupied orbital energy   1.2 eV
SMILES   COC1CC1
Multiplicity   1

Geometry (Å):
C1 1.847 0.109 0.721
O1 0.808 -0.672 0.200
C2 -0.086 0.011 -0.617
C3 -1.337 -0.739 -0.688
C4 -1.287 0.564 0.124
H1 1.469 0.860 1.427
H2 2.400 0.614 -0.082
H3 2.520 -0.576 1.245
H4 0.359 0.494 -1.486
H5 -1.883 -0.625 -1.628
H6 -1.461 -1.666 -0.163
H7 -2.185 0.933 -0.298
H8 -1.188 0.548 1.207

=====

Density functional theory data (wB97M-V/def2-TZVPD) for a molecular structure, C3H5ClN2O in a non-equilibrium geometry.

Calculated values
Charge   0
Frontier orbital gap   8.29 eV
Lowest unoccupied orbital energy   0.2 eV
Multiplicity   1

Geometry (Å):
C1 0.205 -0.106 1.458
C2 -0.381 -0.668 0.353
C3 -0.631 0.280 -0.783
H1 1.176 1.422 0.474
H2 1.126 1.819 2.359
H3 0.044 -0.595 2.357
H4 -0.664 1.342 -0.585
H5 0.407 -0.968 -3.293
N1 0.751 1.168 1.358
N2 -0.711 -0.137 -1.952
O1 -0.119 -1.326 -2.179
Cl1 -1.203 -2.230 0.435

=====

Density functional theory data (wB97M-V/def2-TZVPD) for a molecular structure, C24H7F15GeN2O11P2SW.

Calculated values
Charge   +2
Frontier orbital gap   6.10 eV
Lowest unoccupied orbital energy   -8.9 eV
Multiplicity   1

Geometry (Å):
W1 -0.445 -1.665 -0.572
C1 -4.239 -1.509 -1.266
C2 -3.663 -1.938 0.029
N1 -2.367 -1.970 0.359
C3 -2.286 -2.419 1.661
C4 -3.532 -2.660 2.137
N2 -4.366 -2.347 1.094
C5 -4.134 -3.148 3.422
O1 -3.313 -3.466 4.404
O2 -5.326 -3.222 3.478
C6 -0.938 -2.588 2.179
O3 -0.588 -3.004 3.230
O4 -0.053 -2.193 1.179
H1 -3.984 -0.465 -1.458
H2 -5.322 -1.606 -1.257
H3 -3.837 -2.112 -2.080
H4 -5.376 -2.426 1.172
H5 -2.369 -3.358 4.191
O5 1.836 -4.530 -0.844
P1 1.853 -3.487 -2.007
O6 3.078 -3.136 -2.678
O7 1.151 -2.202 -1.264
O8 0.625 -3.888 -2.953
P2 -0.967 -3.966 -2.760
O9 -1.177 -4.980 -1.574
O10 -1.723 -4.096 -3.978
O11 -1.274 -2.582 -1.954
H6 2.663 -5.015 -0.694
H7 -1.482 -5.863 -1.831
F1 0.869 2.339 -3.102
C7 0.427 3.476 -2.555
C8 0.432 3.604 -1.167
C9 -0.079 4.778 -0.619
F2 -0.096 4.935 0.704
C10 -0.557 5.799 -1.416
F3 -1.028 6.909 -0.882
C11 -0.540 5.642 -2.798
F4 -0.997 6.598 -3.567
C12 -0.048 4.474 -3.376
F5 -0.054 4.331 -4.688
Ge1 1.133 2.210 -0.090
S1 -0.659 0.433 -0.980
C13 2.641 1.221 -0.695
C14 2.874 -0.029 -0.140
F6 1.977 -0.505 0.754
C15 3.935 -0.822 -0.505
F7 4.097 -2.024 0.031
C16 4.823 -0.345 -1.464
F8 5.841 -1.081 -1.830
C17 4.635 0.912 -2.032
F9 5.488 1.364 -2.926
C18 3.549 1.678 -1.644
F10 3.395 2.882 -2.181
C19 0.848 2.238 1.805
C20 0.027 1.493 2.632
F11 -0.800 0.558 2.128
C21 0.034 1.675 4.001
F12 -0.753 0.942 4.773
C22 0.877 2.626 4.566
F13 0.881 2.799 5.867
C23 1.714 3.391 3.762
F14 2.516 4.290 4.293
C24 1.680 3.172 2.400
F15 2.472 3.881 1.575

=====

Density functional theory data (wB97M-V/def2-TZVPD) for 4 unconnected molecules or ions with the total composition C4H16NO3 in a non-equilibrium geometry.

Calculated values
Charge   +2
Frontier orbital gap (alpha / beta)   7.67 / 7.37 eV
Lowest unoccupied orbital energy (alpha / beta)   -11.5 / -11.9 eV
Multiplicity   2

Geometry (Å):
C1 1.629 1.131 0.409
C2 0.918 0.650 -0.783
C3 0.898 -0.862 -0.974
C4 -1.278 -1.669 -1.974
N1 0.130 -1.384 -2.076
H1 2.532 0.530 0.597
H2 1.016 0.838 1.415
H3 1.664 2.216 0.512
H4 1.282 1.249 -1.649
H5 -0.114 1.029 -0.934
H6 0.620 -1.295 -0.008
H7 1.912 -1.266 -1.025
H8 -1.556 -2.225 -2.855
H9 -1.829 -0.723 -1.965
H10 -1.502 -2.217 -1.051
H11 -0.303 -0.200 2.055
H12 -2.591 0.020 1.508
O1 -1.667 0.060 1.152
H13 0.669 -2.158 -2.466
H14 -1.306 1.437 1.270
O2 -0.868 2.293 1.083
H15 -1.352 3.045 1.473
H16 0.902 -0.260 3.050
O3 0.657 -0.429 2.132

=====

Computed ΔE to the lowest compared entry with this formula, charge and spin, in the same sequence as the records: 185.2; 17.8; 0.0; 99.2; 6.8; 73.1; 88.9; 102.3; 52.9; 135.2; 0.0; 152.7 kcal per mole.